H28O18S | ωB97M-V/def2-TZVPD

Each line ends with the natural charge from an NBO analysis.
CARTESIAN COORDINATES (ANGSTROEM)
S1 6.3425 16.7156 -14.7042  2.786
O1 7.2261 16.4148 -13.6386  -1.089
O2 5.2746 15.7933 -14.6683  -1.104
O3 5.8303 18.0443 -14.6475  -1.102
O4 6.9445 16.5926 -16.0341  -1.062
O5 3.6860 14.7705 -12.9544  -0.976
H1 2.9912 15.3173 -12.6055  0.450
H2 4.1214 15.2086 -13.7030  0.495
O6 5.0687 20.2967 -13.5824  -0.994
H3 5.2898 19.4041 -13.9168  0.500
H4 5.3417 20.3640 -12.6183  0.461
O7 5.1837 16.5385 -17.9083  -0.975
H5 4.4831 17.1058 -17.5373  0.448
H6 5.9527 16.5309 -17.3501  0.496
O8 5.5936 19.8506 -16.4087  -1.004
H7 5.6778 19.1377 -15.7472  0.492
H8 5.4878 20.7169 -15.9338  0.469
O9 9.0723 14.4220 -13.0693  -0.975
H9 8.5858 15.1802 -13.4057  0.498
H10 9.0399 13.8138 -13.8278  0.463
O10 2.8821 15.5907 -15.8675  -0.963
H11 3.8062 15.6642 -15.5704  0.490
H12 2.7288 16.3982 -16.3886  0.449
O11 3.3383 17.7151 -13.8112  -0.960
H13 4.1053 18.0008 -14.3316  0.481
H14 3.7928 17.5336 -12.9540  0.455
O12 9.6512 17.2436 -13.8082  -0.998
H15 8.6909 17.0350 -13.8272  0.485
H16 9.8434 17.3986 -12.8513  0.473
O13 8.0115 16.3626 -11.1751  -0.996
H17 7.5892 16.3914 -12.0383  0.494
H18 8.1345 15.4557 -10.9110  0.478
O14 8.5261 18.6170 -16.3328  -0.991
H19 8.1233 19.2675 -16.8590  0.460
H20 7.8451 17.9057 -16.2882  0.488
O15 5.2900 13.5496 -15.9586  -1.000
H21 5.2227 14.4238 -15.4845  0.490
H22 4.6876 13.6219 -16.7454  0.470
O16 7.4035 14.7243 -17.5507  -1.027
H23 7.1758 15.3696 -16.7776  0.491
H24 7.0794 13.8305 -17.4417  0.464
O17 9.8640 15.6989 -16.1584  -0.939
H25 9.8711 16.5252 -15.6944  0.494
H26 10.6117 15.2275 -15.7103  0.443
O18 6.2373 13.9239 -12.2845  -0.940
H27 6.3424 14.6767 -12.8766  0.475
H28 6.9584 13.3771 -12.6810  0.456

Properties
frontier orbital gap = 0.321 Ha
F_max = 3.6 eV Å⁻¹
total charge = -2
energy = -1769.3876 Ha
energy relative to the best compared isomer or geometry (same formula, charge and spin) = 94.7 kcal per mole